Computed, not measured: a cluster of 2 separate species, C4H12 in total in a non-equilibrium geometry, with ωB97M-V with the def2-TZVPD basis set.

The geometry in XYZ format:
```
16
Properties=species:S:1:pos:R:3:forces:R:3:nbo_charge:R:1
C -0.3372 2.5061 -0.1570 1.81 -1.10 4.19 -0.624
C -1.0451 1.1585 -0.0234 1.12 -1.70 -0.32 -0.623
H -0.4061 3.1864 -0.9642 -0.51 -0.02 -1.18 0.220
H -0.6917 3.0165 0.7619 0.31 0.49 -0.64 0.208
H 0.7714 2.3190 0.0889 -1.42 0.51 -0.62 0.199
H -1.3881 0.7402 0.9507 0.28 1.33 -0.23 0.209
H -0.4715 0.2946 -0.3816 0.53 0.61 -0.04 0.204
H -1.8365 1.0545 -0.6765 -2.31 0.26 -1.24 0.206
C 0.9437 -1.7567 -0.6389 2.01 0.60 -0.72 -0.618
C 0.3945 -1.8768 0.7673 0.18 -0.61 0.81 -0.623
H 0.1586 -1.3809 -1.3469 0.82 -0.67 0.42 0.207
H 1.7659 -0.9314 -0.5845 -1.26 -1.42 -0.49 0.202
H 1.4646 -2.7396 -1.0223 -1.22 1.93 0.67 0.213
H 1.1757 -2.1382 1.4919 0.12 -0.32 -0.33 0.203
H -0.3468 -2.7012 0.8080 0.02 0.83 0.26 0.204
H 0.0693 -0.9061 1.1866 -0.47 -0.70 -0.53 0.212
```
Positions in Å, forces in eV/Å.

## Properties
- Molar mass: 60.1 g/mol
- Kohn-Sham gap: 12.36 eV
- Relative energy (zero: lowest compared OMol25 entry of this formula, charge and spin): 105.3 kJ/mol

Computed, not measured: a cluster of 2 separate species, C4H12 in total in a non-equilibrium geometry, with ωB97M-V with the def2-TZVPD basis set.

The geometry in XYZ format:
```
16
Properties=species:S:1:pos:R:3:forces:R:3:nbo_charge:R:1
C -0.7899 -0.9294 2.0313 0.72 -1.94 0.94 -0.632
C -0.9112 -2.0365 0.9678 1.22 1.40 -3.38 -0.617
H -1.7178 -0.8864 2.5944 -0.15 -0.02 0.15 0.207
H -0.0066 -1.3973 2.8029 -1.24 2.14 -1.63 0.215
H -0.6957 0.0696 1.5739 0.84 -0.44 0.61 0.218
H -0.6741 -1.7025 -0.1709 0.35 -0.33 2.63 0.193
H -1.8927 -2.3038 0.7093 -1.67 -0.78 0.58 0.207
H -0.2974 -2.9126 1.1466 -0.10 -0.05 0.11 0.209
C 1.2351 2.2632 -1.4476 2.85 -3.99 1.82 -0.614
C 0.5062 0.7827 -1.4824 0.59 1.61 -2.20 -0.618
H 1.5459 2.3066 -0.3736 -0.52 0.92 -0.84 0.209
H 2.2148 2.4860 -2.0098 -1.36 -1.31 0.48 0.207
H 0.6194 2.9829 -1.7974 -2.30 2.37 -0.41 0.199
H -0.5457 0.8853 -1.8047 0.51 0.16 -0.31 0.202
H 0.3836 0.2868 -0.5483 0.65 -0.06 0.99 0.205
H 1.0262 0.1055 -2.1915 -0.41 0.31 0.47 0.209
```
Positions in Å, forces in eV/Å.

## Properties
- Molar mass: 60.1 g/mol
- Kohn-Sham gap: 12.35 eV
- Relative energy (zero: lowest compared OMol25 entry of this formula, charge and spin): 154.5 kJ/mol

Computed, not measured: a cluster of 2 separate species, C4H12 in total in a non-equilibrium geometry, with ωB97M-V with the def2-TZVPD basis set.

The geometry in XYZ format:
```
16
Properties=species:S:1:pos:R:3:forces:R:3:nbo_charge:R:1
C 0.1249 -1.1758 2.8315 0.44 0.42 -0.26 -0.603
C 0.2775 0.1537 2.0755 -0.41 -0.01 0.94 -0.604
H -0.0370 -1.0423 3.9013 -0.26 0.07 -0.08 0.202
H -0.6720 -1.7614 2.3810 -0.08 -0.18 0.22 0.201
H 1.0657 -1.7213 2.7493 -0.10 -0.24 -0.11 0.200
H 1.1416 0.6914 2.4502 0.42 -0.01 -0.28 0.201
H -0.5461 0.8445 2.2812 -0.19 -0.26 -0.23 0.200
H 0.3396 -0.0366 1.0119 0.18 0.20 -0.19 0.203
C -0.4875 -0.0652 -2.9380 0.12 0.70 0.36 -0.615
C 0.0476 1.0330 -1.9933 0.20 0.36 -0.16 -0.615
H -1.0626 0.3918 -3.7378 -0.14 -0.10 -0.12 0.206
H 0.3420 -0.5992 -3.3981 -0.16 -0.23 0.06 0.206
H -1.1423 -0.7376 -2.3860 0.12 -0.21 -0.21 0.206
H 1.1324 1.0045 -1.9141 0.09 -0.14 0.08 0.204
H -0.3469 0.9702 -0.9850 -0.11 -0.17 0.12 0.204
H -0.1769 2.0502 -2.3296 -0.12 -0.19 -0.14 0.204
```
Positions in Å, forces in eV/Å.

## Properties
- Molar mass: 60.1 g/mol
- Kohn-Sham gap: 12.89 eV
- Relative energy (zero: lowest compared OMol25 entry of this formula, charge and spin): 19.3 kJ/mol

Computed, not measured: a cluster of 2 separate species, C4H12 in total in a non-equilibrium geometry, with ωB97M-V with the def2-TZVPD basis set.

The geometry in XYZ format:
```
16
Properties=species:S:1:pos:R:3:forces:R:3:nbo_charge:R:1
C 1.1932 1.4696 0.3009 -0.68 -0.95 0.12 -0.622
C 0.1649 2.5574 0.6062 0.19 1.19 0.38 -0.620
H 2.1673 1.8305 0.0063 0.03 0.41 -0.43 0.208
H 1.4474 0.7157 1.0540 -0.57 0.27 0.28 0.207
H 0.6899 0.9409 -0.5093 0.84 -0.43 -0.24 0.208
H -0.2726 2.7090 1.5971 0.33 -0.75 0.17 0.211
H -0.6823 2.4858 -0.0747 0.06 0.05 -0.02 0.203
H 0.6497 3.5176 0.4335 -0.17 0.21 -0.26 0.206
C -0.5878 -2.0124 0.3066 -0.36 0.16 0.85 -0.611
C -0.7426 -2.0851 -1.2006 0.06 0.28 0.20 -0.608
H -0.3730 -2.9245 0.8636 -0.02 -0.47 -0.56 0.204
H 0.2329 -1.3603 0.6079 -0.24 0.34 -0.14 0.204
H -1.5278 -1.6554 0.7416 0.24 0.20 0.11 0.200
H 0.2376 -2.1165 -1.6601 0.08 -0.37 -0.37 0.203
H -1.2151 -1.1652 -1.5550 0.02 -0.03 0.00 0.201
H -1.3816 -2.9071 -1.5179 0.20 -0.12 -0.08 0.206
```
Positions in Å, forces in eV/Å.

## Properties
- Molar mass: 60.1 g/mol
- Kohn-Sham gap: 12.72 eV
- Relative energy (zero: lowest compared OMol25 entry of this formula, charge and spin): 45.9 kJ/mol

Computed, not measured: a cluster of 2 separate species, C4H12 in total in a non-equilibrium geometry, with ωB97M-V with the def2-TZVPD basis set.

The geometry in XYZ format:
```
16
Properties=species:S:1:pos:R:3:forces:R:3:nbo_charge:R:1
C 2.0253 1.1978 0.1547 0.22 2.52 1.40 -0.629
C 2.1391 -0.1152 0.8430 -0.80 -2.87 1.65 -0.626
H 1.1748 1.2040 -0.4735 -0.50 -0.14 -1.38 0.211
H 1.7047 2.0290 0.8505 0.49 -0.90 -0.09 0.200
H 2.9208 1.6501 -0.2806 -0.14 -0.64 -0.50 0.213
H 1.6342 -0.9848 0.2149 1.66 1.55 1.11 0.207
H 3.1374 -0.4211 1.3423 -1.37 0.50 -1.46 0.217
H 1.4682 -0.0935 1.7460 0.41 -0.02 -0.73 0.206
C -2.4084 -0.2451 0.0571 -1.63 -0.87 -2.94 -0.609
C -1.6397 -0.8373 -1.1505 1.10 -0.18 0.20 -0.614
H -1.8731 -0.1654 0.9036 2.54 0.52 2.71 0.202
H -2.6818 0.7174 -0.2932 -0.93 1.08 0.44 0.205
H -3.2520 -0.8665 0.4324 0.08 0.51 -1.01 0.201
H -0.4958 -0.7063 -1.0362 -1.86 -0.36 -0.24 0.201
H -1.9276 -0.4910 -2.1784 0.08 0.17 1.18 0.207
H -1.9261 -1.8720 -1.1320 0.64 -0.85 -0.33 0.205
```
Positions in Å, forces in eV/Å.

## Properties
- Molar mass: 60.1 g/mol
- Kohn-Sham gap: 12.21 eV
- Relative energy (zero: lowest compared OMol25 entry of this formula, charge and spin): 115.0 kJ/mol

Computed, not measured: a cluster of 2 separate species, C4H12 in total in a non-equilibrium geometry, with ωB97M-V with the def2-TZVPD basis set.

The geometry in XYZ format:
```
16
Properties=species:S:1:pos:R:3:forces:R:3:nbo_charge:R:1
C -0.1083 -0.3841 -1.7319 1.96 -2.26 0.43 -0.595
C -1.3536 -1.3273 -1.5342 2.70 1.03 -0.14 -0.625
H 0.3207 -0.0443 -0.7009 -0.22 -1.46 -1.97 0.205
H 0.6936 -0.9239 -2.5381 -1.94 1.77 2.59 0.194
H -0.3865 0.5555 -2.0817 -0.63 1.53 -1.35 0.193
H -1.9592 -0.8229 -0.7760 -0.18 -1.13 0.12 0.213
H -0.9118 -2.3299 -1.4651 -0.66 0.10 1.37 0.212
H -1.8435 -1.4234 -2.4575 -1.17 0.39 -1.25 0.200
C 0.1136 1.2513 1.7634 -1.03 2.80 -1.74 -0.623
C 1.2419 0.3619 1.5283 1.20 -1.64 3.46 -0.616
H -0.9153 0.9346 1.6186 0.10 -0.56 0.06 0.209
H 0.1954 1.7932 2.6590 -0.18 0.25 1.67 0.212
H 0.2407 2.1009 1.0591 -0.38 -0.28 0.03 0.200
H 1.6855 0.4548 0.6065 1.16 0.21 -1.97 0.206
H 0.9857 -0.6566 1.6971 -0.43 -1.15 -0.32 0.208
H 2.0014 0.4602 2.3535 -0.31 0.41 -1.00 0.207
```
Positions in Å, forces in eV/Å.

## Properties
- Molar mass: 60.1 g/mol
- Kohn-Sham gap: 12.49 eV
- Relative energy (zero: lowest compared OMol25 entry of this formula, charge and spin): 147.1 kJ/mol

Computed, not measured: a cluster of 2 separate species, C4H12 in total in a non-equilibrium geometry, with ωB97M-V with the def2-TZVPD basis set.

The geometry in XYZ format:
```
16
Properties=species:S:1:pos:R:3:forces:R:3:nbo_charge:R:1
C -0.5585 1.2427 0.6943 1.61 1.08 0.74 -0.603
C -0.1793 2.4789 1.5817 2.80 -1.22 -2.44 -0.613
H 0.3950 0.7932 0.3354 -0.88 0.69 -0.27 0.207
H -0.9804 0.4742 1.2513 -0.99 -1.44 1.27 0.194
H -1.2702 1.4756 -0.0813 0.12 0.24 -0.49 0.204
H 0.7250 2.2913 2.1861 -0.71 -0.51 0.35 0.202
H -0.9057 2.9709 2.1468 -1.29 0.67 0.61 0.206
H 0.3270 3.1136 0.8359 -0.77 0.70 0.31 0.202
C 0.9074 -1.3815 -1.0643 -0.40 -1.01 1.43 -0.606
C -0.4088 -2.2801 -1.0736 3.43 -1.41 -3.28 -0.627
H 0.7922 -0.5929 -1.7600 -0.06 1.08 -0.48 0.200
H 1.1808 -0.9721 -0.0671 -0.35 -0.32 -0.67 0.200
H 1.7770 -1.9558 -1.3867 -0.13 -0.12 -0.05 0.202
H -1.0537 -2.1828 -0.2262 -0.55 0.07 0.04 0.218
H 0.0393 -3.3472 -1.2285 -1.29 1.47 1.03 0.205
H -0.7871 -2.1281 -2.1438 -0.55 0.04 1.90 0.211
```
Positions in Å, forces in eV/Å.

## Properties
- Molar mass: 60.1 g/mol
- Kohn-Sham gap: 12.56 eV
- Relative energy (zero: lowest compared OMol25 entry of this formula, charge and spin): 100.3 kJ/mol

Computed, not measured: a cluster of 2 separate species, C4H12 in total in a non-equilibrium geometry, with ωB97M-V with the def2-TZVPD basis set.

The geometry in XYZ format:
```
16
Properties=species:S:1:pos:R:3:forces:R:3:nbo_charge:R:1
C -1.1402 -0.9498 -1.0629 0.93 1.69 1.97 -0.621
C -2.6803 -0.5704 -0.9688 2.70 1.63 -5.07 -0.607
H -0.2864 -0.3420 -1.5329 -2.04 -0.30 0.02 0.214
H -0.7344 -0.9973 -0.0255 -0.57 -0.07 -0.51 0.192
H -1.0162 -1.9296 -1.3743 0.15 -1.94 -1.03 0.200
H -2.8383 0.3346 -1.6961 0.05 -1.31 1.64 0.202
H -3.2527 -1.3459 -1.4582 -0.37 -0.32 0.63 0.213
H -2.8737 -0.3134 0.0025 -1.14 0.44 2.19 0.208
C 1.4510 0.5592 0.4200 0.26 3.80 -0.45 -0.614
C 2.3550 0.9458 1.5701 -2.81 0.36 2.53 -0.602
H 0.6324 0.0185 0.7137 -1.55 -1.72 0.97 0.201
H 0.9151 1.5978 0.2255 1.14 -2.16 -1.01 0.204
H 1.9630 0.0131 -0.3747 -0.23 0.72 -0.35 0.211
H 3.2333 0.4176 1.5977 2.37 -1.08 -0.09 0.200
H 2.5378 2.0379 1.6238 0.05 -0.77 0.05 0.205
H 1.8065 0.6002 2.5483 1.06 1.03 -1.46 0.194
```
Positions in Å, forces in eV/Å.

## Properties
- Molar mass: 60.1 g/mol
- Kohn-Sham gap: 12.12 eV
- Relative energy (zero: lowest compared OMol25 entry of this formula, charge and spin): 158.0 kJ/mol